{"formula": "C59H42ClN6O8Pt", "method": "ωB97M-V/def2-TZVPD", "spin_multiplicity": 1, "e_homo_ev": [-10.401, -10.401], "lumo_ev": [-5.06, -5.06], "homo_lumo_gap_ev": [5.34, 5.34], "total_energy_ha": -3783.21911, "fmax_ev_per_a": 0.98, "total_charge": 1, "elements": ["Pt", "C", "O", "C", "C", "C", "C", "C", "C", "C", "C", "C", "C", "C", "N", "C", "C", "C", "C", "C", "C", "C", "C", "C", "C", "O", "C", "C", "C", "C", "N", "C", "C", "C", "C", "C", "C", "O", "C", "C", "C", "C", "C", "C", "C", "N", "C", "C", "N", "C", "C", "C", "C", "O", "C", "C", "C", "H", "H", "H", "H", "H", "H", "H", "H", "H", "H", "H", "H", "H", "H", "H", "H", "H", "H", "H", "H", "H", "H", "H", "H", "H", "H", "H", "H", "H", "H", "H", "H", "H", "H", "H", "H", "O", "C", "O", "C", "C", "Cl", "N", "N", "C", "C", "O", "O", "C", "C", "C", "C", "C", "C", "H", "H", "H", "H", "H", "H"], "positions_angstrom": [[-0.94538, -0.83737, 0.14194], [-7.90269, -2.69621, 4.83078], [-7.60877, -1.30688, 4.88175], [-6.44788, -0.88565, 4.34004], [-5.52390, -1.71921, 3.71366], [-4.36202, -1.17506, 3.18390], [-4.11697, 0.19042, 3.25496], [-5.04590, 1.01597, 3.89040], [-6.19789, 0.48528, 4.43070], [-2.90893, 0.74234, 2.59427], [-1.62813, 0.17146, 2.99652], [-1.18707, 0.14205, 4.37232], [-0.15890, -0.71271, 4.42284], [0.02193, -1.23304, 3.08142], [-0.86233, -0.56477, 2.20288], [0.75293, -2.32226, 2.80059], [0.72648, -2.98430, 1.51878], [1.31433, -4.28176, 1.30239], [1.00685, -4.63451, 0.04104], [0.30325, -3.52243, -0.54122], [-0.16906, -3.50157, -1.80568], [-0.11177, -4.73618, -2.62316], [1.08598, -5.24360, -3.12698], [1.08723, -6.38787, -3.89712], [-0.11058, -7.04998, -4.17145], [-0.00684, -8.16245, -4.92670], [-1.20159, -8.85877, -5.25552], [-1.30989, -6.54758, -3.67127], [-1.30448, -5.38943, -2.90728], [-0.74728, -2.35098, -2.44866], [-1.00536, -1.17674, -1.88245], [-1.61133, -0.41488, -2.87946], [-2.16373, 0.82878, -2.77745], [-2.99049, 1.32796, -3.88419], [-4.05071, 0.53663, -4.33290], [-4.98027, 1.01902, -5.23504], [-4.83605, 2.31093, -5.73722], [-5.69274, 2.88752, -6.59030], [-6.86142, 2.15491, -6.95905], [-3.74473, 3.09644, -5.34024], [-2.85202, 2.62156, -4.41001], [-2.16649, 1.61318, -1.57027], [-3.02698, 2.62380, -1.39378], [-4.14965, 2.08024, 0.79653], [-2.96890, 1.58200, 1.59422], [-1.45720, 1.23746, -0.35830], [-1.58122, -1.14493, -4.11730], [-1.05558, -2.35574, -3.84496], [0.17548, -2.50878, 0.41274], [1.54285, -2.95071, 3.89336], [1.15819, -4.16573, 4.44462], [1.87255, -4.73776, 5.48890], [3.00078, -4.08956, 5.98733], [3.76625, -4.55665, 6.99259], [3.40052, -5.79132, 7.59504], [3.39754, -2.87230, 5.43357], [2.67372, -2.31037, 4.40325], [-8.84990, -2.81975, 5.34519], [-7.13388, -3.28021, 5.34092], [-8.00213, -3.03930, 3.79889], [-5.70201, -2.78032, 3.62020], [-3.66083, -1.82238, 2.66718], [-4.85598, 2.08124, 3.96336], [-6.92688, 1.11112, 4.92842], [-1.65751, 0.69060, 5.17249], [0.40148, -1.04117, 5.28199], [1.86535, -4.84169, 2.03793], [1.24470, -5.54746, -0.47722], [2.01907, -4.73037, -2.92407], [2.00583, -6.79028, -4.30331], [-0.89792, -9.69566, -5.87566], [-1.88718, -8.22082, -5.81674], [-1.69899, -9.23333, -4.35875], [-2.24887, -7.04378, -3.86653], [-2.23859, -4.99317, -2.51986], [-4.19043, -0.45439, -3.91856], [-5.82445, 0.39910, -5.49813], [-7.43085, 2.81384, -7.60558], [-7.45232, 1.89705, -6.07888], [-6.59566, 1.24864, -7.50544], [-3.63954, 4.08494, -5.76719], [-2.02637, 3.24700, -4.09139], [-3.71696, 2.98186, -2.14181], [-4.97673, 2.59332, 1.27922], [-1.89910, -0.75453, -5.06846], [-0.86375, -3.16976, -4.52246], [0.27743, -4.67398, 4.06804], [1.54048, -5.67776, 5.90398], [4.13469, -5.97215, 8.37294], [3.43178, -6.60714, 6.87023], [2.40613, -5.73184, 8.04152], [4.28013, -2.38745, 5.82917], [2.99283, -1.36669, 3.97651], [-6.41164, -1.83983, -3.14304], [-6.55235, -0.62349, -2.66773], [-7.29089, 0.20055, -3.15838], [-5.67682, -0.26475, -1.51173], [-5.68735, 0.95895, -0.86914], [-6.67230, 2.33391, -1.03920], [-4.65620, 0.97217, 0.00594], [-3.96041, -0.17277, -0.04993], [-4.56030, -0.93283, -0.93518], [-4.01895, -2.33654, -1.16714], [-4.69323, -3.04954, -1.95342], [-2.95020, -2.64608, -0.60861], [-3.09708, 3.00262, 0.02703], [-3.16568, 4.44887, 0.38153], [-2.18746, 5.02993, 1.07247], [-0.98573, 4.30025, 1.50551], [-0.84180, 2.98977, 1.32642], [-1.93918, 2.19852, 0.69734], [-5.69904, -2.36884, -2.61820], [-4.02387, 5.01321, 0.03332], [-2.24799, 6.08462, 1.30842], [-0.20059, 4.86591, 1.99086], [0.04558, 2.46318, 1.66476], [-0.44945, 1.32287, -0.48150]], "lowdin_charge": [1.223, -0.066, -0.068, -0.276, 0.007, -0.003, -0.185, -0.018, 0.017, -0.088, -0.187, 0.042, 0.049, -0.189, 0.014, -0.031, -0.179, 0.034, 0.053, -0.193, -0.014, -0.228, -0.027, 0.016, -0.277, -0.069, -0.066, 0.012, 0.003, -0.202, -0.003, -0.201, -0.015, -0.200, -0.007, 0.026, -0.263, -0.056, -0.046, 0.024, -0.030, -0.140, 0.110, -0.072, -0.066, 0.006, 0.044, 0.047, -0.002, -0.226, -0.027, 0.005, -0.277, -0.066, -0.063, 0.020, -0.020, 0.096, 0.096, 0.099, 0.108, 0.125, 0.123, 0.126, 0.132, 0.130, 0.119, 0.128, 0.128, 0.126, 0.096, 0.098, 0.097, 0.110, 0.132, 0.121, 0.114, 0.096, 0.101, 0.100, 0.127, 0.127, 0.138, 0.149, 0.131, 0.129, 0.132, 0.108, 0.097, 0.098, 0.098, 0.128, 0.128, 0.110, -0.544, 0.059, -0.046, -0.582, 0.819, -0.073, 0.158, -0.115, -0.567, 0.029, -0.035, -0.251, 0.006, -0.045, -0.043, 0.003, -0.282, 0.011, 0.128, 0.111, 0.112, 0.120, 0.114]}

***

{"formula": "C35H74BN2O6", "method": "ωB97M-V/def2-TZVPD", "spin_multiplicity": 3, "e_homo_ev": [-4.818, -4.818], "s2": 2.0083, "lumo_ev": [1.96, 1.94], "homo_lumo_gap_ev": [6.78, 6.76], "total_energy_ha": -1963.65541, "fmax_ev_per_a": 0.44, "total_charge": -1, "elements": ["C", "C", "O", "C", "C", "O", "C", "B", "C", "C", "O", "C", "C", "C", "C", "C", "O", "C", "C", "C", "C", "C", "H", "H", "H", "H", "H", "H", "H", "H", "H", "H", "H", "H", "H", "H", "H", "H", "H", "H", "H", "H", "H", "H", "H", "H", "H", "H", "H", "H", "H", "H", "H", "H", "H", "H", "H", "H", "H", "H", "C", "C", "C", "C", "C", "C", "N", "O", "C", "C", "C", "H", "H", "H", "H", "H", "H", "H", "H", "H", "H", "H", "H", "H", "H", "H", "H", "H", "H", "C", "C", "C", "C", "C", "C", "N", "O", "C", "C", "C", "H", "H", "H", "H", "H", "H", "H", "H", "H", "H", "H", "H", "H", "H", "H", "H", "H", "H"], "positions_angstrom": [[-1.45940, -0.96506, 2.19486], [-0.85994, -1.00189, 3.60018], [0.18391, -0.07475, 3.79260], [-0.25673, 1.27316, 3.76771], [0.90608, 2.23403, 4.02526], [1.44436, 2.77360, 2.85684], [2.11802, 1.78925, 2.03583], [2.94446, 2.45269, 0.77067], [4.46340, 2.88343, 1.33599], [4.48814, 3.71185, 2.61363], [5.61934, 4.61080, 2.73765], [3.24136, 1.31305, -0.38896], [2.12937, 0.72917, -1.27406], [1.15058, -0.20254, -0.54534], [0.26092, -1.02443, -1.48299], [-0.71286, -0.17921, -2.29792], [-1.90155, -0.00311, -1.54469], [-2.73319, 0.98332, -2.10195], [2.27797, 3.85514, 0.19255], [0.89174, 3.97830, -0.49746], [0.98139, 3.94656, -2.04700], [-0.16429, 2.97058, -0.00909], [-0.65611, -0.89429, 1.45527], [-2.13938, -0.12310, 2.04927], [-2.02550, -1.88308, 2.00403], [-0.41857, -1.98578, 3.78900], [-1.64868, -0.83572, 4.35481], [-1.04768, 1.39363, 4.52876], [-0.68115, 1.52525, 2.78518], [0.54578, 3.08007, 4.62063], [1.67359, 1.69441, 4.60970], [1.37370, 1.04239, 1.72495], [2.80883, 1.24011, 2.70839], [4.99049, 3.46045, 0.55321], [5.06584, 1.97363, 1.49174], [3.56649, 4.29432, 2.71666], [4.56467, 3.07319, 3.50166], [5.52849, 5.24225, 2.02308], [3.76204, 0.45644, 0.08121], [3.98986, 1.76353, -1.06465], [2.56829, 0.13860, -2.09949], [1.58221, 1.55008, -1.76002], [0.50921, 0.36220, 0.13898], [1.74205, -0.88538, 0.07955], [-0.34260, -1.74106, -0.91093], [0.89084, -1.61267, -2.16484], [-0.96359, -0.65291, -3.26075], [-0.27501, 0.80631, -2.51856], [-2.91330, 0.80247, -3.17342], [-3.68543, 0.95239, -1.56959], [-2.29359, 1.98523, -1.99473], [3.01798, 4.26393, -0.51996], [2.27097, 4.56603, 1.03340], [0.48993, 4.97023, -0.23639], [2.02260, 3.93290, -2.38304], [0.49722, 4.81766, -2.50380], [0.49482, 3.05723, -2.47019], [-0.11816, 2.03071, -0.57644], [-0.01840, 2.73977, 1.04661], [-1.18255, 3.36903, -0.13016], [1.73775, -2.62322, 7.41163], [1.91839, -3.46985, 6.14793], [0.62098, -4.19293, 5.76066], [0.27999, -5.37740, 6.65978], [1.44303, -6.36363, 6.71866], [2.75339, -5.71382, 7.17645], [2.99484, -4.50726, 6.30940], [3.63532, -4.76540, 5.23702], [2.70228, -5.37215, 8.66925], [3.92261, -6.66917, 6.96289], [2.32950, -2.51805, 5.03360], [1.56533, -3.19029, 8.31805], [2.61840, -1.99837, 7.56606], [0.88180, -1.96346, 7.26472], [0.72196, -4.54694, 4.73002], [-0.18716, -3.45766, 5.76801], [0.01373, -5.03213, 7.66313], [-0.60355, -5.88490, 6.26715], [1.21976, -7.19543, 7.39341], [1.59934, -6.78721, 5.72187], [3.50714, -4.68680, 8.93708], [2.83674, -6.29446, 9.23620], [1.75806, -4.94079, 8.98708], [3.97742, -7.01390, 5.93508], [3.78934, -7.53012, 7.62144], [4.86722, -6.18336, 7.20868], [3.30833, -2.08242, 5.23160], [1.59822, -1.70894, 4.98633], [2.36650, -3.00417, 4.06235], [-5.40868, 2.91601, -8.75816], [-4.26029, 2.66162, -7.77932], [-2.90284, 2.59967, -8.49313], [-2.68108, 1.31448, -9.28359], [-2.86978, 0.09358, -8.38834], [-4.24043, 0.05778, -7.70461], [-4.44414, 1.38147, -7.01223], [-3.96245, 1.41912, -5.83209], [-5.34967, -0.25734, -8.71287], [-4.26789, -1.02375, -6.62973], [-4.25835, 3.80582, -6.77158], [-5.60169, 2.10145, -9.44481], [-6.32904, 3.11613, -8.20731], [-5.17109, 3.79890, -9.35322], [-2.11601, 2.69022, -7.73878], [-2.82380, 3.47391, -9.14434], [-3.35273, 1.27284, -10.14629], [-1.66632, 1.31199, -9.68576], [-2.74909, -0.83249, -8.95720], [-2.09825, 0.09962, -7.61285], [-6.33081, -0.03017, -8.29414], [-5.31445, -1.32420, -8.93614], [-5.24361, 0.26581, -9.65885], [-3.45870, -0.90446, -5.91627], [-4.17039, -1.99587, -7.11690], [-5.21016, -1.00058, -6.08158], [-5.16037, 3.78444, -6.16071], [-4.23357, 4.74698, -7.32588], [-3.39925, 3.76328, -6.10907]], "lowdin_charge": [-0.061, -0.280, -0.175, -0.192, -0.212, -0.184, -0.128, -0.643, -0.143, -0.282, -0.113, -0.136, -0.221, -0.228, -0.175, -0.240, -0.197, -0.117, -0.103, -0.391, -0.087, -0.060, 0.063, 0.075, 0.076, 0.095, 0.114, 0.122, 0.114, 0.119, 0.126, 0.072, 0.115, 0.090, 0.089, 0.094, 0.110, 0.057, 0.093, 0.092, 0.106, 0.064, 0.067, 0.120, 0.105, 0.107, 0.117, 0.101, 0.076, 0.086, 0.078, 0.086, 0.084, 0.111, 0.069, 0.061, 0.045, 0.042, 0.057, 0.076, -0.020, -0.480, -0.135, -0.174, -0.137, -0.489, -0.110, -0.025, -0.037, -0.048, -0.033, 0.049, 0.093, 0.092, 0.126, 0.114, 0.104, 0.111, 0.122, 0.125, 0.095, 0.083, 0.057, 0.078, 0.084, 0.092, 0.096, 0.073, 0.088, -0.027, -0.489, -0.133, -0.174, -0.133, -0.487, -0.108, -0.029, -0.037, -0.041, -0.044, 0.050, 0.091, 0.088, 0.127, 0.121, 0.104, 0.112, 0.124, 0.128, 0.095, 0.085, 0.057, 0.077, 0.087, 0.093, 0.090, 0.090, 0.082]}

***

{"formula": "C28H21CaCl2N7O2S", "method": "ωB97M-V/def2-TZVPD", "spin_multiplicity": 1, "e_homo_ev": -0.025, "lumo_ev": 4.38, "e_above_lowest_kj_mol": 0.0, "homo_lumo_gap_ev": 4.41, "total_energy_ha": -3609.75449, "fmax_ev_per_a": 0.67, "total_charge": -2, "elements": ["Ca", "Cl", "C", "C", "C", "N", "C", "O", "C", "C", "C", "C", "C", "N", "C", "C", "C", "Cl", "N", "C", "O", "C", "C", "C", "C", "C", "N", "H", "H", "H", "H", "H", "H", "H", "H", "H", "H", "C", "N", "C", "C", "N", "C", "S", "H", "H", "H", "H", "H", "H", "N", "C", "C", "C", "C", "C", "C", "H", "H", "H", "H", "H"], "positions_angstrom": [[-0.31953, -0.56938, -0.12339], [-4.61491, 5.03863, -2.26541], [-3.20353, 4.02547, -2.05684], [-3.24509, 3.00958, -1.11597], [-2.15236, 2.17493, -0.89052], [-2.13530, 1.19058, 0.10289], [-3.24857, 0.76483, 0.66234], [-4.45820, 1.00142, 0.39612], [-3.02690, -0.20032, 1.81706], [-3.98541, -0.31376, 2.81830], [-3.78257, -1.24155, 3.82487], [-2.65702, -2.05395, 3.77855], [-1.76100, -1.89057, 2.73162], [-1.93605, -0.96321, 1.78933], [-0.96193, 2.37048, -1.65920], [-0.95842, 3.39724, -2.60992], [-2.06212, 4.21265, -2.80736], [-1.97116, 5.46849, -4.02183], [0.11633, 1.51767, -1.41359], [1.32511, 1.76516, -1.91647], [1.72769, 2.67874, -2.66028], [2.38763, 0.75185, -1.49102], [3.58682, 0.70214, -2.19466], [4.53859, -0.22779, -1.81898], [4.27256, -1.07809, -0.75478], [3.05096, -0.96751, -0.10872], [2.13998, -0.06021, -0.46384], [-4.14778, 2.85317, -0.54859], [-4.86184, 0.31686, 2.76890], [-4.50232, -1.34188, 4.62992], [-2.46548, -2.80700, 4.53132], [-0.87399, -2.50777, 2.63028], [-0.06818, 3.55775, -3.19307], [3.72827, 1.39363, -3.01245], [5.47804, -0.29696, -2.35674], [4.98112, -1.83140, -0.43708], [2.76177, -1.63513, 0.69510], [-1.79893, -4.37584, -0.55790], [-2.95507, -3.54936, -0.25715], [-3.81955, -3.75720, 0.80081], [-4.66955, -2.71199, 0.84133], [-4.31980, -1.87493, -0.19892], [-3.24247, -2.37832, -0.86103], [-2.38493, -1.59703, -2.08278], [-2.08754, -5.42503, -0.48694], [-0.96956, -4.13083, 0.11014], [-1.46108, -4.12888, -1.56140], [-3.73359, -4.62132, 1.43588], [-5.46309, -2.47453, 1.52564], [-4.57377, -0.88478, -0.25971], [0.51931, -2.60478, 0.42111], [0.98962, -3.41776, 1.31076], [1.06554, -4.88164, 1.12437], [1.47315, -5.75772, 2.10001], [1.89420, -5.32864, 3.37201], [1.90562, -3.94752, 3.59395], [1.49972, -3.03804, 2.63860], [0.78208, -5.25686, 0.14362], [1.48593, -6.82478, 1.87388], [2.22337, -6.02981, 4.13039], [2.25364, -3.57138, 4.55615], [1.52166, -1.97132, 2.86370]], "lowdin_charge": [1.173, 0.585, -0.695, -0.054, -0.210, 0.029, -0.524, -0.067, -0.222, -0.040, -0.090, -0.066, -0.109, 0.053, -0.204, -0.051, -0.693, 0.588, 0.006, -0.489, -0.032, -0.198, -0.026, -0.087, -0.069, -0.129, 0.025, 0.088, 0.109, 0.095, 0.098, 0.080, 0.083, 0.103, 0.093, 0.095, 0.075, -0.056, -0.107, -0.066, -0.100, 0.075, -0.806, 0.559, 0.085, 0.023, 0.060, 0.119, 0.111, 0.114, -0.211, -0.597, -0.111, -0.194, -0.213, -0.197, -0.139, 0.068, 0.070, 0.047, 0.072, 0.072]}

***

{"formula": "C3H11NOS2", "method": "ωB97M-V/def2-TZVPD", "spin_multiplicity": 1, "e_homo_ev": -9.097, "smiles": "NCCCSS.O", "lumo_ev": 0.66, "e_above_lowest_kj_mol": 18.4, "homo_lumo_gap_ev": 9.76, "total_energy_ha": -1047.26037, "fmax_ev_per_a": 0.74, "elements": ["S", "S", "C", "C", "C", "N", "H", "H", "H", "H", "H", "H", "H", "H", "H", "H", "H", "O"], "positions_angstrom": [[-2.36785, -1.24419, 1.08883], [-1.31832, -0.31338, -0.39274], [-0.87882, 1.27958, 0.37654], [-0.35370, 2.24931, -0.67177], [0.94234, 1.78495, -1.32324], [1.16901, 2.50613, -2.57638], [-3.59383, -0.75472, 0.83484], [-1.79756, 1.64766, 0.83538], [-0.12391, 1.15892, 1.14934], [-1.09582, 2.47682, -1.43495], [-0.16164, 3.19627, -0.13390], [1.78534, 1.87574, -0.63154], [0.88983, 0.70241, -1.52285], [1.06005, 3.50733, -2.40918], [2.10213, 2.34987, -2.92441], [6.02695, -4.66462, 1.91270], [4.93483, -3.59604, 2.14742], [5.50776, -4.22915, 2.59961]], "lowdin_charge": [0.302, 0.407, -0.565, -0.293, -0.328, -0.013, -0.195, 0.064, 0.077, 0.108, 0.117, 0.109, 0.083, 0.068, 0.059, 0.033, 0.034, -0.067]}